Density functional theory data (the ωB97M-V functional and the def2-TZVPD basis) for 2 unconnected molecules or ions with the total composition C5H11O2 at a distorted geometry.

```
18
Properties=species:S:1:pos:R:3
C 0.88172 1.95882 1.27073
C -0.14729 2.34687 0.15062
C 0.74452 0.42564 1.51820
O -0.17543 0.12164 2.30309
O 1.58354 -0.28437 0.92621
H 1.88499 2.30875 1.02499
H 0.46542 2.59275 2.05546
H -1.07957 2.38021 0.71748
H -0.29095 1.71462 -0.72618
H 0.01254 3.35278 -0.25491
C -0.51083 -2.57429 -1.72095
C -0.65280 -1.65066 -0.49034
H -0.06392 -3.51308 -1.37582
H -1.36382 -2.63219 -2.39321
H 0.34109 -2.23664 -2.33027
H 0.36116 -1.51335 -0.11764
H -0.81111 -0.65278 -0.86950
H -1.17925 -2.14470 0.31207
```

The energy above the lowest of the compared OMol25 structures with the same formula, charge and spin comes out at 20.7 kcal/mol. Its total charge is -1. For the highest occupied orbital energy, the calculation gives -0.147 Eh. The calculation puts the total energy at -347.61673 Ha.